Here is the molecule C5H10O from OMol25. Energies are from ωB97M-V/def2-TZVPD.

Geometry as ORCA input:
```
! wB97M-V def2-TZVPD RIJCOSX def2/J DEFGRID3
* xyz 0 1
C 0.216 -1.629 -1.759
C 0.711 -0.629 -0.718
C -0.404 0.217 -0.097
C 0.178 1.133 0.995
C -0.822 1.644 2.005
O -1.154 0.958 2.944
H 1.047 -2.222 -2.155
H -0.506 -2.328 -1.324
H -0.273 -1.127 -2.600
H 1.212 -1.175 0.093
H 1.471 0.030 -1.162
H -0.921 0.799 -0.873
H -1.149 -0.446 0.362
H 0.763 1.948 0.544
H 0.815 0.504 1.625
H -1.233 2.671 1.904
*
```

Calculated values
Relative energy (zero: lowest compared OMol25 entry of this formula, charge and spin) (kcal per mole): 11.1
Max |F| (eV/A): 0.51
Molar mass (g/mol): 86.13
LUMO level (eV): 1.04

These are the Mulliken partial charges, in e, on atoms 1 to 5: atom 1 (C): -1.262, atom 2 (C): -0.374, atom 3 (C): -0.542, atom 4 (C): -0.503, atom 5 (C): -0.098